(1)
C3H5N3OS | ωB97M-V with the def2-TZVPD basis set

Positions of all 13 atoms, in Å:
C (-2.506, -1.036, -0.011)
O (-2.084, 0.309, 0.422)
C (-0.853, 0.603, 0.160)
N (-0.233, 1.651, 0.069)
N (1.130, 1.660, 0.034)
C (1.679, 0.506, 0.019)
N (3.012, 0.353, -0.105)
S (0.596, -0.960, 0.082)
H (-1.600, -1.456, -0.228)
H (-3.004, -0.758, -0.961)
H (-3.235, -1.535, 0.571)
H (3.513, 1.171, 0.114)
H (3.584, -0.509, -0.167)

- Max |F|: 4.5 eV Å⁻¹
- Lowest unoccupied orbital energy: 0.015 hartree
- HOMO-LUMO gap: 9.0 eV
- E: -754.92080 Eh
- Structure (SMILES): COc1nnc(N)s1

***

(2)
H3O3P3 | ωB97M-V with the def2-TZVPD basis set

Positions of all 9 atoms, in Å:
O (1.381, 1.692, -0.662)
O (0.760, -0.957, -1.084)
O (2.642, -0.299, 0.499)
P (-1.186, -1.106, -0.341)
P (-0.413, -0.027, 1.340)
P (1.353, 0.161, -0.096)
H (-1.107, 0.123, -1.128)
H (-2.561, -0.951, 0.382)
H (-0.869, 1.363, 1.090)

- Max |F|: 4.1 eV Å⁻¹
- Lowest unoccupied orbital energy: 0.278 hartree
- HOMO-LUMO gap: 7.4 eV
- E: -1251.58657 Eh
- Total charge: -2

***

(3)
C30H47BrFeN4OP2 | ωB97M-V with the def2-TZVPD basis set

Positions of all 86 atoms, in Å:
N (-5.733, -7.381, 2.825)
C (-4.884, -6.903, 3.742)
C (-3.893, -5.962, 3.402)
C (-3.834, -5.450, 2.075)
C (-4.723, -6.020, 1.143)
C (-5.678, -6.968, 1.558)
C (-2.948, -4.351, 1.647)
Fe (0.688, -0.082, 0.235)
P (0.032, 5.257, -1.055)
C (-3.172, -3.584, 0.536)
C (-2.441, -2.369, 0.243)
C (-3.008, -1.270, -0.483)
C (-2.467, 0.017, -0.373)
C (-1.269, 0.094, 0.291)
C (-0.749, -0.927, 1.161)
C (-1.231, -2.253, 0.928)
Br (-0.123, 2.138, 0.076)
H (-2.136, -4.156, 2.353)
H (-4.025, -3.838, -0.116)
H (-3.194, -5.628, 4.164)
H (-4.683, -5.742, 0.093)
H (-4.990, -7.285, 4.767)
H (-6.386, -7.381, 0.824)
H (-3.937, -1.415, -1.028)
H (-0.725, -3.111, 1.407)
H (-2.945, 0.911, -0.760)
H (-0.102, -0.604, 2.020)
P (1.138, -0.517, -1.892)
C (-0.736, 5.299, 0.606)
C (-1.679, 6.513, 0.772)
H (0.076, 5.337, 1.351)
H (-1.262, 4.338, 0.731)
H (-2.011, 6.618, 1.815)
H (-1.149, 7.433, 0.492)
H (-2.584, 6.429, 0.154)
C (-1.148, 4.311, -2.091)
C (-1.387, 5.060, -3.414)
H (-2.091, 4.216, -1.521)
H (-0.719, 3.308, -2.256)
H (-2.212, 4.587, -3.961)
H (-1.663, 6.111, -3.231)
H (-0.498, 5.024, -4.064)
C (1.686, 4.533, -1.151)
C (2.804, 5.582, -0.995)
H (1.765, 3.958, -2.094)
H (1.721, 3.815, -0.313)
H (3.772, 5.150, -1.246)
H (2.667, 6.478, -1.605)
H (2.851, 5.887, 0.049)
C (2.828, -0.049, -2.519)
C (3.479, -0.990, -3.528)
H (3.485, 0.112, -1.653)
H (2.701, 0.945, -2.970)
H (3.901, -1.884, -3.049)
H (2.773, -1.312, -4.302)
H (4.303, -0.469, -4.033)
C (0.073, 0.387, -3.078)
C (-1.134, -0.361, -3.624)
H (0.734, 0.712, -3.899)
H (-0.249, 1.305, -2.558)
H (-0.838, -1.272, -4.149)
H (-1.847, -0.619, -2.838)
H (-1.650, 0.284, -4.343)
C (0.893, -2.315, -2.206)
C (1.733, -3.235, -1.320)
H (1.090, -2.490, -3.277)
H (-0.180, -2.493, -2.029)
H (1.422, -4.275, -1.484)
H (2.804, -3.190, -1.565)
H (1.604, -3.029, -0.245)
C (2.326, 0.864, 5.334)
N (2.792, 0.356, 4.061)
C (4.070, -0.075, 3.951)
C (4.492, -0.543, 2.742)
C (3.572, -0.618, 1.673)
N (2.308, -0.138, 1.744)
C (1.902, 0.410, 2.970)
O (0.794, 0.929, 3.148)
N (3.976, -1.197, 0.521)
H (1.420, 0.350, 5.668)
H (2.092, 1.928, 5.268)
H (3.116, 0.713, 6.071)
H (4.674, -0.036, 4.862)
H (5.499, -0.920, 2.621)
H (4.909, -1.582, 0.475)
H (3.348, -1.405, -0.253)

- Max |F|: 2.5 eV Å⁻¹
- Lowest unoccupied orbital energy (alpha / beta): -0.205 / -0.296 hartree
- 2S+1: 5
- HOMO-LUMO gap (alpha / beta): 6.8 / 4.3 eV
- E: -5985.40842 Eh
- Total charge: +2

***

(4)
C39H37GeN2O5Ta | ωB97M-V with the def2-TZVPD basis set

Positions of all 85 atoms, in Å:
Ta (0.830, 1.191, 0.304)
O (-0.929, 0.923, 1.049)
C (-1.937, 1.182, 1.864)
C (-3.263, 1.213, 1.453)
C (-4.238, 1.493, 2.399)
C (-3.909, 1.722, 3.736)
C (-2.587, 1.658, 4.133)
C (-1.587, 1.388, 3.199)
C (-0.195, 1.264, 3.609)
N (0.813, 1.044, 2.851)
C (2.097, 0.916, 3.530)
C (2.901, 2.141, 3.169)
N (2.936, 2.217, 1.715)
C (3.932, 2.843, 1.220)
C (4.171, 3.091, -0.194)
C (5.226, 3.902, -0.611)
C (5.391, 4.191, -1.953)
C (4.488, 3.676, -2.885)
C (3.442, 2.856, -2.496)
C (3.306, 2.556, -1.148)
O (2.362, 1.754, -0.686)
H (-3.509, 1.015, 0.419)
H (-5.276, 1.530, 2.092)
H (-4.684, 1.941, 4.457)
H (-2.315, 1.811, 5.172)
H (-0.031, 1.329, 4.689)
H (2.586, 0.014, 3.155)
H (1.986, 0.829, 4.615)
H (3.901, 2.108, 3.612)
H (2.388, 3.026, 3.560)
H (4.687, 3.263, 1.894)
H (5.905, 4.313, 0.128)
H (6.206, 4.823, -2.278)
H (4.602, 3.926, -3.932)
H (2.731, 2.458, -3.206)
C (-0.857, 2.229, -3.706)
C (-1.043, 2.365, -2.208)
C (-2.468, 2.775, -1.851)
O (-0.721, 1.130, -1.539)
C (-0.102, 3.398, -1.594)
O (0.212, 4.406, -2.187)
O (0.269, 3.073, -0.389)
H (-1.654, 1.618, -4.134)
H (0.099, 1.751, -3.924)
H (-0.866, 3.216, -4.164)
H (-3.175, 2.020, -2.211)
H (-2.708, 3.726, -2.326)
H (-2.575, 2.886, -0.772)
H (-1.482, 0.534, -1.531)
C (1.219, -0.669, -0.102)
Ge (-0.010, -2.145, -0.351)
C (-1.479, -1.770, -1.585)
C (-2.776, -1.558, -1.111)
C (-3.811, -1.216, -1.979)
C (-3.566, -1.095, -3.339)
C (-2.285, -1.320, -3.830)
C (-1.255, -1.648, -2.960)
C (0.904, -3.745, -0.988)
C (0.382, -4.568, -1.984)
C (1.039, -5.734, -2.366)
C (2.228, -6.092, -1.751)
C (2.761, -5.284, -0.754)
C (2.103, -4.121, -0.379)
C (-0.869, -2.712, 1.314)
C (-0.714, -2.023, 2.511)
C (-1.333, -2.456, 3.679)
C (-2.109, -3.605, 3.666)
C (-2.256, -4.322, 2.484)
C (-1.642, -3.876, 1.322)
H (2.094, -0.805, -0.745)
H (-2.983, -1.657, -0.051)
H (-4.810, -1.052, -1.591)
H (-4.370, -0.833, -4.016)
H (-2.088, -1.228, -4.891)
H (-0.257, -1.799, -3.359)
H (-0.553, -4.309, -2.469)
H (0.619, -6.360, -3.144)
H (2.741, -6.999, -2.046)
H (3.688, -5.562, -0.268)
H (2.531, -3.499, 0.401)
H (-0.086, -1.144, 2.530)
H (-1.210, -1.897, 4.600)
H (-2.591, -3.949, 4.573)
H (-2.846, -5.230, 2.471)
H (-1.767, -4.451, 0.409)

- Max |F|: 1.7 eV Å⁻¹
- Lowest unoccupied orbital energy: -0.005 hartree
- HOMO-LUMO gap: 7.5 eV
- E: -4128.09298 Eh

***

(5)
C5H20N2O3 | ωB97M-V with the def2-TZVPD basis set

Positions of all 30 atoms, in Å:
C (-2.748, -2.003, -1.385)
C (-1.276, -1.831, -1.027)
C (-1.133, -0.408, -0.463)
C (-1.187, 0.686, -1.580)
N (0.020, -0.274, 0.410)
C (0.243, 0.855, 1.328)
N (1.584, 0.951, 1.826)
H (-2.888, -2.210, -2.466)
H (-3.288, -2.740, -0.751)
H (-3.420, -1.151, -1.279)
H (-0.851, -2.625, -0.407)
H (-0.740, -1.860, -1.988)
H (-2.017, -0.231, 0.176)
H (-0.180, 0.928, -1.997)
H (-1.824, 0.354, -2.379)
H (-1.288, 1.693, -1.179)
H (0.843, -0.595, -0.088)
H (0.073, 1.815, 0.751)
H (-0.334, 0.674, 2.244)
H (2.242, 1.348, 1.175)
H (2.013, 0.085, 2.112)
O (2.256, -2.185, 0.434)
H (2.189, -2.781, -0.319)
H (2.023, -2.750, 1.179)
O (2.802, 0.459, -0.929)
H (3.449, -0.246, -0.781)
H (3.327, 1.271, -0.883)
O (-1.411, 3.561, 1.406)
H (-1.040, 2.712, 1.701)
H (-2.046, 3.261, 0.733)

- Max |F|: 2.1 eV Å⁻¹
- Lowest unoccupied orbital energy: 0.012 hartree
- HOMO-LUMO gap: 8.2 eV
- E: -537.67412 Eh
- Structure (SMILES): CC[C@H](C)NCN.O.O.O

***

(6)
C23H21Cl39FN3S | ωB97M-V with the def2-TZVPD basis set

Positions of all 88 atoms, in Å:
C (-3.066, -2.023, 0.637)
C (-2.761, -1.321, -0.448)
C (-2.092, -0.164, -1.362)
C (-2.825, 1.246, -1.483)
C (-4.235, 1.535, -0.702)
C (-5.445, 1.257, -1.731)
F (-5.854, -0.134, -1.581)
C (-2.184, 2.431, -2.338)
N (-2.910, 3.716, -2.388)
C (-0.803, 2.178, -3.064)
C (-0.094, 0.767, -2.933)
N (1.187, 0.285, -3.463)
S (1.463, -1.346, -2.977)
N (0.064, -1.732, -2.031)
C (-0.687, -0.482, -2.081)
H (-3.260, -2.583, 1.640)
H (-4.219, 0.829, 0.217)
H (-4.195, 2.619, -0.297)
H (-6.387, 1.903, -1.545)
H (-5.055, 1.393, -2.821)
H (-2.299, 4.451, -2.791)
H (-3.133, 4.071, -1.428)
H (-0.327, 3.034, -3.662)
C (-5.748, -5.017, 2.749)
Cl (-5.300, -5.392, 4.420)
Cl (-4.709, -3.739, 2.097)
Cl (-5.655, -6.468, 1.740)
H (-6.778, -4.660, 2.741)
C (-3.302, 7.790, -3.659)
Cl (-4.505, 6.923, -2.692)
Cl (-3.007, 9.400, -2.988)
Cl (-1.792, 6.868, -3.747)
H (-3.693, 7.905, -4.670)
C (4.206, 1.183, -2.087)
Cl (4.143, 1.913, -0.476)
Cl (4.816, 2.346, -3.274)
Cl (5.212, -0.275, -2.069)
H (3.193, 0.899, -2.375)
C (1.950, 6.292, -1.876)
Cl (1.973, 6.184, -3.643)
Cl (0.307, 6.602, -1.294)
Cl (2.598, 4.811, -1.157)
H (2.584, 7.125, -1.575)
C (0.582, -2.733, 2.370)
Cl (0.478, -2.418, 0.630)
Cl (1.757, -1.644, 3.122)
Cl (-1.003, -2.559, 3.139)
H (0.921, -3.759, 2.513)
C (5.290, -3.320, 0.209)
Cl (3.897, -2.577, 1.005)
Cl (6.785, -2.520, 0.712)
Cl (5.359, -5.054, 0.560)
H (5.179, -3.193, -0.868)
C (-9.549, -6.316, 4.978)
Cl (-9.660, -5.575, 6.582)
Cl (-8.866, -5.174, 3.811)
Cl (-8.578, -7.794, 5.042)
H (-10.555, -6.580, 4.651)
C (3.976, 1.308, -7.471)
Cl (4.576, 0.007, -8.511)
Cl (3.356, 0.652, -5.949)
Cl (5.251, 2.497, -7.163)
H (3.157, 1.809, -7.987)
C (6.172, -6.858, 3.733)
Cl (7.855, -7.225, 4.142)
Cl (5.151, -8.285, 3.966)
Cl (5.578, -5.502, 4.702)
H (6.129, -6.574, 2.682)
C (6.119, 3.755, 2.541)
Cl (6.491, 4.999, 1.338)
Cl (4.371, 3.503, 2.654)
Cl (6.942, 2.239, 2.144)
H (6.480, 4.097, 3.511)
C (5.517, -1.290, 5.563)
Cl (6.899, -0.834, 6.570)
Cl (4.640, 0.149, 5.021)
Cl (6.049, -2.252, 4.176)
H (4.841, -1.898, 6.163)
C (-5.528, -6.576, 8.066)
Cl (-5.226, -8.101, 7.220)
Cl (-5.559, -6.833, 9.818)
Cl (-4.304, -5.372, 7.635)
H (-6.503, -6.199, 7.758)
C (1.699, 7.564, -7.630)
Cl (1.720, 7.459, -9.397)
Cl (0.057, 7.873, -7.045)
Cl (2.347, 6.082, -6.911)
H (2.333, 8.397, -7.329)

- Max |F|: 7.2 eV Å⁻¹
- Lowest unoccupied orbital energy: -0.056 hartree
- HOMO-LUMO gap: 6.7 eV
- E: -19498.40196 Eh

***

(7)
C6H14N2O2 | ωB97M-V with the def2-TZVPD basis set

Positions of all 24 atoms, in Å:
C (2.194, 2.056, -0.907)
C (1.530, -1.597, -1.898)
C (2.101, -0.123, -1.933)
O (2.839, 0.151, -2.858)
N (1.933, 0.638, -0.793)
H (1.203, 0.329, -0.160)
H (3.072, 2.180, -1.602)
H (0.509, -1.557, -1.423)
H (1.466, 2.752, -1.208)
H (2.702, 2.352, -0.004)
H (1.489, -1.923, -2.918)
H (2.168, -2.274, -1.349)
C (-0.999, 0.611, 2.873)
C (-2.913, -0.959, -0.006)
C (-1.198, -0.061, 1.535)
O (-0.283, -0.026, 0.713)
N (-2.460, -0.458, 1.257)
H (-1.539, -0.069, 3.588)
H (-3.056, -0.782, 2.000)
H (-2.190, -0.724, -0.917)
H (0.044, 0.684, 3.159)
H (-1.752, 1.456, 3.000)
H (-2.945, -2.051, 0.038)
H (-3.916, -0.603, -0.188)

- Max |F|: 3.8 eV Å⁻¹
- Lowest unoccupied orbital energy (alpha / beta): 0.116 / 0.127 hartree
- 2S+1: 2
- HOMO-LUMO gap (alpha / beta): 1.7 / 10.0 eV
- E: -496.95206 Eh
- Total charge: -1

***

(8)
C4H4N2O | ωB97M-V with the def2-TZVPD basis set

Positions of all 11 atoms, in Å:
O (2.300, -0.975, -0.112)
C (1.153, -0.624, -0.059)
C (0.501, 0.645, 0.002)
C (-0.661, 1.118, 0.049)
N (-1.641, 0.172, 0.054)
C (-1.201, -1.136, 0.006)
N (0.025, -1.515, -0.043)
H (-2.627, 0.389, 0.088)
H (-1.985, -1.890, 0.013)
H (2.052, 1.912, 0.375)
H (2.085, 1.905, -0.372)

- Max |F|: 0.6 eV Å⁻¹
- Lowest unoccupied orbital energy: -0.014 hartree
- HOMO-LUMO gap: 9.6 eV
- E: -339.40429 Eh
- Structure (SMILES): O=c1c#c[nH]cn1.[H][H]

***

Sequential energy above the lowest of the compared OMol25 structures with the same formula, charge and spin output: 3.218 0.598 0.022 1.268 1.505 7.088 2.009 4.827 eV